[1]
DFT (ωB97M-V/def2-TZVPD) results for one molecule with the formula C4H6N2O.

Atoms and positions in Å:
C: -1.20366 -1.34663 0.00046
N: -0.35089 -0.23572 0.24054
C: -0.61729 1.14256 0.07854
C: 0.66423 1.72702 0.06352
C: 1.64786 0.72837 -0.01629
N: 0.98863 -0.45821 0.09584
O: 1.38729 -1.64712 0.07016
H: -1.15823 -1.60300 -1.17414
H: -0.81806 -2.25426 0.40165
H: -2.32255 -1.01262 0.33131
H: -1.60567 1.51957 0.23788
H: 0.67704 2.81316 -0.10018
H: 2.71129 0.62687 -0.22929

Forces on atoms 1 to 6 (eV/Å):
-3.02 0.44 -2.77
0.22 1.78 -0.46
3.00 -1.89 1.20
-2.25 1.16 -1.20
-0.68 -1.37 0.13
-0.48 0.89 0.18

Output
energy: -340.6463 Ha
LUMO: 0.86 eV
multiplicity: 1
frontier orbital gap: 8.84 eV
energy relative to the best compared isomer or geometry (same formula, charge and spin): 93.2 kcal per mole



[2]
DFT (ωB97M-V/def2-TZVPD) results for C10H16O12RbS as an isolated structure.

Atoms and positions in Å:
Rb: 3.54262 -14.40214 -19.28569
O: 0.68663 -13.94137 -19.38819
C: -0.56640 -14.67898 -19.49428
C: -1.81699 -14.33533 -20.44055
O: -1.62159 -14.51478 -21.83388
H: -0.94627 -14.48176 -18.49183
H: -0.32386 -15.73352 -19.36315
H: -2.12986 -13.34219 -20.11823
H: -2.74018 -14.86877 -20.21418
S: 4.99840 -17.66708 -19.90128
O: 6.26227 -17.51187 -20.56675
O: 4.86637 -19.09433 -19.56473
O: 4.90487 -16.80209 -18.77661
O: 3.90951 -17.29465 -20.77938
C: 1.99538 -12.04062 -16.49881
C: 0.57193 -12.28283 -16.23977
C: 0.24063 -13.56248 -15.58522
O: -0.70487 -13.13383 -14.60262
C: -0.64180 -11.86376 -14.40407
O: -1.20219 -11.24419 -13.49329
O: 0.13801 -11.34220 -15.38999
H: 2.21619 -11.24983 -17.21574
H: 2.51190 -12.89728 -16.93176
H: 2.52013 -11.67222 -15.61733
H: -0.04368 -12.20216 -17.13567
H: 1.12383 -14.05006 -15.17251
H: 0.02803 -14.34010 -16.31884
C: 0.08577 -18.79678 -16.66932
C: 1.32902 -18.26967 -17.27638
C: 1.29816 -16.72805 -17.16250
O: 2.15471 -16.53583 -16.02142
C: 2.76592 -17.67365 -15.62776
O: 3.51240 -17.83981 -14.67656
O: 2.45778 -18.59347 -16.44095
H: -0.81709 -18.42505 -17.15384
H: -0.07958 -18.70972 -15.59546
H: 0.13495 -19.87827 -16.79605
H: 1.44571 -18.87608 -18.17456
H: 0.30810 -16.36769 -16.88316
H: 1.66590 -16.23879 -18.06443

Forces on atoms 1 to 6 (eV/Å):
-0.09 -0.96 -0.46
-2.21 -0.88 -1.22
2.85 1.08 2.24
0.14 -0.03 -1.75
0.23 0.63 2.09
-1.36 0.17 0.25

Output
net charge: -2
energy: -1715.7134 Ha
LUMO (alpha / beta): 3.62 / 3.33 eV
multiplicity: 2
frontier orbital gap (alpha / beta): 4.14 / 3.85 eV



[3]
DFT (ωB97M-V/def2-TZVPD) results for C20H28N2SiTb as an isolated structure.

Atoms and positions in Å:
C: 0.96120 2.04888 1.77741
C: -0.00398 2.25464 0.74048
C: -1.27845 2.49732 1.34287
H: 0.22022 2.35172 -0.32025
C: -1.10520 2.45083 2.75964
C: 0.28373 2.18032 3.03118
H: 0.77881 2.25209 4.00388
H: 2.04259 1.97912 1.63834
H: -2.19515 2.74724 0.80181
H: -1.86008 2.72128 3.50084
Tb: -0.63734 0.17009 1.94244
C: -1.32765 -2.54015 -2.96815
H: -2.02668 -2.39188 -2.13491
H: -1.80756 -2.28428 -3.92205
H: -0.41124 -1.91527 -2.88245
Si: -0.19682 -0.86732 -0.94512
C: 1.50547 -0.84670 -1.67627
C: 2.21071 0.37469 -1.63743
H: 1.76064 1.24665 -1.14854
C: 3.47253 0.47369 -2.23335
H: 3.99969 1.42844 -2.21174
C: 4.04850 -0.63421 -2.87070
H: 5.02174 -0.54030 -3.36232
C: 3.36467 -1.85733 -2.87700
H: 3.80529 -2.71860 -3.38157
C: 2.11401 -1.98252 -2.25639
H: 1.58243 -2.94120 -2.24390
C: -1.30223 0.29740 -1.91559
C: -0.89812 0.85363 -3.15135
H: 0.01867 0.50168 -3.63917
C: -1.68408 1.83709 -3.76562
H: -1.34499 2.27568 -4.70442
C: -2.89623 2.24052 -3.19528
H: -3.49995 3.01664 -3.67603
C: -3.34356 1.61596 -2.02518
H: -4.30621 1.89545 -1.59603
C: -2.58340 0.61210 -1.41420
H: -2.98485 0.05327 -0.55879
H: -0.65661 -2.21920 -0.45088
H: -0.99249 -3.58579 -2.96441
N: 0.92334 -1.48535 2.78510
C: 0.97756 -1.72400 4.29338
C: -0.22132 -1.22039 5.06344
N: -1.10001 -0.26243 4.26774
H: 0.67190 -2.35723 2.29706
H: 1.84958 -1.26261 2.39104
H: 1.10144 -2.79758 4.44825
H: 1.89040 -1.25707 4.66397
H: -0.84718 -2.05802 5.38761
H: 0.12452 -0.70652 5.97062
H: -1.14046 0.65557 4.73409
H: -2.07779 -0.57602 4.28788

Forces on atoms 1 to 6 (eV/Å):
-0.57 1.27 0.26
0.10 0.86 0.16
0.86 0.74 0.22
-0.22 -0.26 0.36
0.72 0.80 -0.19
0.00 1.23 -0.54

Output
net charge: +1
energy: -2002.0769 Ha
LUMO (alpha / beta): -3.67 / -3.33 eV
multiplicity: 7
frontier orbital gap (alpha / beta): 5.28 / 5.44 eV
energy relative to the best compared isomer or geometry (same formula, charge and spin): 0.0 kcal per mole



[4]
DFT (ωB97M-V/def2-TZVPD) results for C45H38N4NiO2PS as an isolated structure.

Atoms and positions in Å:
Ni: -1.03970 -0.19434 -0.75922
C: -5.29959 -0.51370 3.29576
C: -5.01939 -1.02044 2.03433
C: -3.89145 -0.59589 1.34957
C: -3.03238 0.33690 1.92286
C: -3.32611 0.85475 3.18017
C: -4.45559 0.42976 3.86456
P: -1.60001 0.90736 0.95106
C: -0.31953 1.34826 2.16763
C: 0.48955 2.45742 1.93482
C: 1.51792 2.77005 2.81138
C: 1.74997 1.97380 3.92412
C: 0.95661 0.85816 4.15322
C: -0.06934 0.54081 3.27579
C: -2.24013 2.48753 0.31823
C: -2.59937 3.61710 1.00048
C: -3.16392 4.70084 0.29461
C: -3.36928 4.61465 -1.05645
C: -3.02805 3.44561 -1.77983
C: -3.25669 3.30113 -3.16846
C: -2.94185 2.11929 -3.77612
C: -2.35917 1.04484 -3.06083
C: -2.06909 1.13280 -1.72016
C: -2.44420 2.36260 -1.07803
H: -6.17247 -0.85661 3.83733
H: -5.67267 -1.75852 1.58680
H: -3.66224 -0.99217 0.36695
H: -2.66743 1.58493 3.63452
H: -4.67328 0.83332 4.84573
H: 0.31623 3.07449 1.06154
H: 2.14394 3.63240 2.61893
H: 2.55766 2.21447 4.60437
H: 1.14228 0.22424 5.01115
H: -0.66528 -0.35000 3.43283
H: -2.45563 3.68892 2.07274
H: -3.44245 5.60071 0.82965
H: -3.80658 5.44888 -1.59481
H: -3.68299 4.12637 -3.72809
H: -3.12525 1.99666 -4.83797
H: -2.13965 0.13617 -3.60473
S: -0.87533 -1.94160 0.96478
C: 0.77707 -1.98874 1.45049
N: 1.00810 -2.73018 2.62233
N: 2.29366 -2.78889 2.92399
C: 2.79119 -3.74349 3.80221
C: 4.15123 -3.72162 4.11519
C: 4.67570 -4.66176 4.98418
C: 3.85579 -5.62657 5.55724
C: 2.50133 -5.63545 5.24889
C: 1.96049 -4.70422 4.37735
N: 1.80774 -1.43149 0.89135
N: 1.59186 -0.61629 -0.17450
C: 2.35041 -0.82860 -1.23450
C: 3.16827 -1.97196 -1.35540
C: 3.66675 -2.60440 -2.52235
C: 3.37057 -2.32584 -3.81400
C: 2.80541 0.10697 -3.64655
C: 2.10572 0.22893 -2.30469
H: 2.92571 -2.30589 2.28457
H: 4.78902 -2.96718 3.66966
H: 5.73340 -4.64048 5.21529
H: 4.26983 -6.36589 6.23020
H: 1.85453 -6.38743 5.68375
H: 0.91168 -4.70748 4.11824
H: 3.32592 -2.50542 -0.42703
H: 4.30182 -3.46594 -2.33877
H: 3.79540 -2.96145 -4.58347
H: 2.35666 0.88931 -4.26600
H: 2.32873 1.20261 -1.85799
C: 1.96007 -2.12825 -8.04187
C: 1.87635 -2.09947 -6.54054
C: 2.50448 -1.17059 -5.80718
C: 2.42398 -1.23888 -4.29862
C: 4.30271 0.39270 -3.56130
C: 0.99485 -1.67416 -3.92063
C: 0.50242 -2.81652 -4.64824
C: -0.59814 -3.67090 -4.08729
C: 0.99951 -3.06053 -5.89122
C: 0.25608 -1.01662 -2.96245
O: -0.79656 -1.37060 -2.35124
O: 0.70895 0.24407 -2.56919
H: 2.66619 -1.38502 -8.41385
H: 0.98150 -1.92526 -8.48497
H: 2.27558 -3.11297 -8.39726
H: 3.10228 -0.39208 -6.27503
H: 4.77047 0.31986 -4.54554
H: 4.81758 -0.29858 -2.89685
H: 4.46338 1.40691 -3.18652
H: -1.49587 -3.07953 -3.90724
H: -0.31236 -4.08053 -3.11629
H: -0.83007 -4.48804 -4.77218
H: 0.61934 -3.89619 -6.47006

Forces on atoms 1 to 6 (eV/Å):
-0.91 -0.63 0.28
0.00 0.01 -0.01
0.00 0.00 0.00
0.01 0.01 -0.01
0.07 -0.12 0.01
-0.02 0.00 0.01

Output
net charge: -1
energy: -4354.9230 Ha
LUMO (alpha / beta): 2.55 / 1.40 eV
multiplicity: 3
frontier orbital gap (alpha / beta): 6.51 / 5.34 eV
energy relative to the best compared isomer or geometry (same formula, charge and spin): 30.5 kcal per mole



[5]
DFT (ωB97M-V/def2-TZVPD) results for C35H42BrMnN7OSi as an isolated structure.

Atoms and positions in Å:
Mn: -0.43944 -0.20399 -0.19174
C: -3.58089 0.69626 6.14994
C: -3.19197 0.78662 4.69603
C: -2.97136 2.01399 4.07003
C: -2.56037 2.07985 2.75484
C: -2.36170 0.93912 1.96387
N: -1.89987 1.05567 0.64876
C: -2.53186 2.04385 -0.09405
C: -3.91636 2.28035 0.01408
C: -4.57109 3.24425 -0.72254
C: -3.89230 4.03721 -1.65238
C: -4.60677 5.05824 -2.50206
C: -2.53785 3.80297 -1.79074
C: -1.87093 2.84921 -1.02144
N: -0.44987 2.74541 -1.20861
C: 0.39160 3.76493 -1.43843
C: 1.58470 3.24264 -1.87926
C: 1.37102 1.86004 -1.88867
N: 0.13787 1.55790 -1.49435
C: -2.59839 -0.27393 2.59648
C: -2.98308 -0.34719 3.93365
N: -2.43709 -1.51627 1.90368
C: -3.18896 -2.62460 2.05806
C: -2.53713 -3.65989 1.43442
C: -1.36614 -3.07896 0.92321
N: -1.31477 -1.78285 1.19734
H: -4.18483 1.55351 6.44977
H: -2.69860 0.67611 6.79459
H: -4.15480 -0.20840 6.35180
H: -3.09836 2.93383 4.63303
H: -2.36652 3.04678 2.30360
H: -4.47716 1.67025 0.71269
H: -5.64051 3.37480 -0.58895
H: -5.49973 5.42983 -1.99885
H: -4.92419 4.63267 -3.45746
H: -3.96511 5.91228 -2.72192
H: -1.96792 4.37048 -2.52000
H: 0.08304 4.78151 -1.25951
H: 2.47990 3.78198 -2.13337
H: 2.06740 1.07422 -2.13592
H: -3.09888 -1.32713 4.38550
H: -4.11686 -2.58944 2.60422
H: -2.84778 -4.68904 1.37515
H: -0.52945 -3.52878 0.41374
C: 2.16522 -4.74660 -0.29640
C: 1.93823 -3.55182 0.59379
C: 1.87038 -3.72453 1.98268
C: 1.59372 -2.55944 2.75333
C: 1.42011 -1.34119 2.22722
Br: 0.96561 0.19421 3.22118
N: 1.55124 -1.07888 0.77204
C: 1.74594 -2.35206 -0.01769
H: 3.01020 -5.33186 0.06971
H: 2.37211 -4.45191 -1.32970
H: 1.29141 -5.40718 -0.28997
H: 1.99668 -4.69372 2.44224
H: 1.47666 -2.63790 3.82873
H: 1.81500 -2.19482 -1.08358
C: -0.77493 -4.15448 -2.37254
N: -0.00200 -3.18478 -3.14158
C: 0.69472 -3.70674 -4.31373
C: -0.11163 -1.88272 -2.90490
C: 0.49061 -0.93228 -3.90480
O: -0.72182 -1.44856 -1.90857
H: -1.43149 -4.70498 -3.04990
H: -1.37240 -3.63662 -1.63508
H: -0.10774 -4.85458 -1.87132
H: 0.87403 -4.76657 -4.15007
H: 1.65804 -3.22393 -4.45138
H: 0.10547 -3.59358 -5.22691
H: 0.05989 -1.10485 -4.89293
H: 1.57096 -1.06612 -3.98523
H: 0.27084 0.08092 -3.59187
C: 6.15569 0.75541 1.02928
Si: 4.89255 1.57972 -0.04599
C: 4.74428 3.37287 0.38640
C: 5.38121 1.37549 -1.82933
C: 3.31142 0.71753 0.22166
C: 2.51568 -0.15946 0.47365
H: 7.15043 1.20115 0.92130
H: 6.21812 -0.30640 0.77759
H: 5.85516 0.83061 2.07808
H: 5.71976 3.86329 0.31622
H: 4.37687 3.48614 1.41000
H: 4.04871 3.89146 -0.28005
H: 6.40541 1.72831 -1.98594
H: 4.73034 1.93566 -2.50274
H: 5.34269 0.31949 -2.11116

Forces on atoms 1 to 6 (eV/Å):
-0.10 -0.18 0.54
0.04 0.02 -0.06
-0.01 0.02 0.01
0.02 0.03 0.01
0.02 0.18 0.11
0.15 0.26 -0.20

Output
energy: -5831.8980 Ha
LUMO (alpha / beta): 0.37 / 0.37 eV
multiplicity: 6
frontier orbital gap (alpha / beta): 5.29 / 5.32 eV
energy relative to the best compared isomer or geometry (same formula, charge and spin): 62.4 kcal per mole



What is the multiplicity in the first record? 1



The lowest multiplicity belongs to which entry? C4H6N2O